{
  "formula": "C17H28ClOPTi",
  "method": "ωB97M-V with the def2-TZVPD basis set",
  "symbols": ["C", "C", "C", "C", "Cl", "H", "H", "H", "H", "H", "H", "H", "H", "H", "C", "C", "C", "H", "C", "C", "H", "H", "H", "H", "C", "C", "C", "H", "C", "C", "H", "H", "H", "H", "Ti", "C", "P", "C", "C", "O", "H", "H", "H", "H", "H", "H", "H", "H", "H"],
  "xyz": [[-0.05768, 0.37281, -4.46915], [1.34906, 0.87568, -4.79591], [-0.26894, -1.02853, -5.04664], [-1.14668, 1.33635, -4.95202], [-0.15569, 0.33994, -2.55815], [-0.21754, -0.95208, -6.14668], [-1.24420, -1.44472, -4.77400], [0.51430, -1.71962, -4.71473], [1.44547, 1.01247, -5.88322], [2.09764, 0.14652, -4.46378], [1.54256, 1.82759, -4.29216], [-1.07566, 1.45018, -6.04528], [-1.02795, 2.31985, -4.48480], [-2.14458, 0.95440, -4.70549], [1.57244, -1.75804, 1.52493], [0.66520, -2.45826, 0.66820], [0.79568, -1.90551, -0.64889], [0.05861, -3.32056, 0.95873], [1.76276, -0.83407, -0.58709], [2.24612, -0.75934, 0.75699], [3.03957, -0.09568, 1.10245], [1.78167, -2.02715, 2.54585], [0.32246, -2.27329, -1.55604], [2.13919, -0.26811, -1.43354], [-2.23834, 0.76783, 1.02677], [-2.22310, -0.46286, 1.75161], [-2.03777, -1.54022, 0.82565], [-2.42130, -0.58575, 2.80708], [-1.95691, -0.96616, -0.48607], [-2.05868, 0.46748, -0.36055], [-2.09523, 1.18584, -1.17022], [-2.41267, 1.76535, 1.42969], [-2.05736, -2.60339, 1.07069], [-1.92696, -1.51494, -1.43207], [-0.11854, -0.28940, 0.59738], [-0.60386, 2.28608, 4.25490], [0.47456, 0.98456, 3.66150], [2.19708, 1.33573, 4.03460], [0.06121, -0.58146, 4.45221], [0.31129, 0.86348, 2.11706], [-0.35863, 2.48145, 5.30871], [-1.66338, 2.01055, 4.18584], [-0.46464, 3.21435, 3.68757], [2.29673, 1.49522, 5.12477], [2.80598, 0.46465, 3.73226], [2.55640, 2.22639, 3.49979], [-0.97113, -0.88230, 4.26316], [0.70701, -1.38279, 4.07528], [0.20437, -0.53056, 5.54282]],
  "mulliken_charge": [1.009, -1.450, -1.451, -1.454, -0.146, 0.412, 0.367, 0.377, 0.430, 0.366, 0.373, 0.425, 0.377, 0.369, -0.485, -0.882, -0.120, 0.590, -0.229, -0.888, 0.502, 0.957, 0.588, 0.525, -0.853, -0.421, -0.855, 0.911, -0.158, -0.334, 0.589, 0.498, 0.599, 0.599, 0.594, -1.151, 1.069, -1.100, -0.877, -0.816, 0.430, 0.340, 0.366, 0.438, 0.306, 0.362, 0.262, 0.191, 0.447],
  "gap_ha": 0.2929,
  "total_energy_ha": -2390.354146,
  "e_lumo_ev": -7.929,
  "charge": 2,
  "e_above_lowest_kcal_mol": 5.7
}

{
  "formula": "CHF2NO3",
  "method": "ωB97M-V with the def2-TZVPD basis set",
  "symbols": ["C", "N", "O", "O", "O", "F", "F", "H"],
  "xyz": [[-0.90439, -0.48403, 0.48040], [0.25624, 0.39268, 0.03366], [0.02910, 1.52938, -0.25123], [0.72642, -0.46428, -0.95091], [-0.86088, -1.64250, 0.39186], [1.50227, 0.23011, 1.19254], [-1.92803, 0.30615, 0.73402], [1.17927, 0.13248, -1.63034]],
  "mulliken_charge": [0.577, 0.808, -0.502, -0.376, -0.297, -0.427, -0.146, 0.362],
  "gap_ha": 0.3948,
  "total_energy_ha": -518.721466,
  "e_lumo_ev": -1.225,
  "e_above_lowest_kcal_mol": 71.9
}

{
  "formula": "C7H17NO2",
  "method": "ωB97M-V with the def2-TZVPD basis set",
  "symbols": ["C", "C", "C", "N", "C", "C", "O", "C", "O", "C", "H", "H", "H", "H", "H", "H", "H", "H", "H", "H", "H", "H", "H", "H", "H", "H", "H"],
  "xyz": [[2.80433, 2.32533, -0.51618], [1.73928, 1.25208, -0.32626], [1.03577, 0.88486, -1.62925], [0.39796, -0.42488, -1.57057], [-0.75299, -0.58981, -0.71261], [-0.38128, -1.10082, 0.68932], [-1.31182, -2.10046, 1.05714], [-0.99515, -2.73392, 2.27656], [-1.46552, 0.63910, -0.64566], [-2.70085, 0.55097, 0.03786], [3.36797, 2.49745, 0.40209], [3.51689, 2.04251, -1.29545], [2.35713, 3.27840, -0.81051], [2.18509, 0.34442, 0.09333], [0.99609, 1.60749, 0.39426], [0.31673, 1.67504, -1.87647], [1.76766, 0.83781, -2.43997], [0.18334, -0.76309, -2.49541], [-1.40979, -1.34896, -1.15698], [0.64092, -1.49289, 0.66686], [-0.42623, -0.27618, 1.41565], [-0.31502, -3.57693, 2.10999], [-1.92148, -3.10305, 2.71722], [-0.52713, -2.04224, 2.98627], [-2.57496, 0.62537, 1.12311], [-3.21187, -0.39050, -0.18811], [-3.31505, 1.38289, -0.30625]],
  "mulliken_charge": [-1.415, -0.015, -0.650, -0.439, 0.069, -0.816, -0.329, -0.751, -0.398, -0.704, 0.370, 0.358, 0.339, 0.205, 0.180, 0.234, 0.528, 0.282, 0.467, 0.432, 0.384, 0.256, 0.266, 0.328, 0.237, 0.314, 0.266],
  "gap_ha": 0.3645,
  "smiles": "CCCN[C@@H](COC)OC",
  "total_energy_ha": -482.098730,
  "e_lumo_ev": 1.025,
  "e_above_lowest_kcal_mol": 50.0
}

{
  "formula": "C13H30ClN5Si2",
  "method": "ωB97M-V with the def2-TZVPD basis set",
  "symbols": ["C", "C", "N", "N", "C", "N", "N", "C", "C", "C", "C", "Cl", "H", "H", "H", "H", "H", "H", "H", "H", "H", "H", "H", "H", "C", "Si", "C", "C", "N", "Si", "C", "C", "C", "H", "H", "H", "H", "H", "H", "H", "H", "H", "H", "H", "H", "H", "H", "H", "H", "H", "H"],
  "xyz": [[-2.30512, -1.64029, 3.06701], [-1.13361, -1.46968, 2.44800], [-0.43828, -2.62212, 1.93651], [-0.98482, -3.39567, 0.96852], [-0.09153, -4.38631, 0.76089], [-0.28056, -5.38651, -0.12383], [0.95508, -4.24857, 1.55006], [0.73370, -3.13818, 2.28252], [1.66903, -2.65247, 3.32060], [1.95320, -1.12287, 3.29447], [1.89478, -0.60838, 4.73571], [1.80288, 1.15831, 4.81832], [-2.60171, -1.07400, 3.93726], [-2.99388, -2.40972, 2.73119], [-0.78019, -0.46338, 2.27524], [-1.88518, -3.21017, 0.55892], [-0.69266, -5.23283, -1.02401], [0.00263, -6.31359, 0.12725], [1.26065, -2.93445, 4.29182], [2.60177, -3.17587, 3.15413], [2.98661, -1.00111, 2.98706], [1.30407, -0.55809, 2.64202], [1.01010, -1.01001, 5.22475], [2.75705, -0.98724, 5.27624], [-3.03467, 3.78995, -1.91805], [-1.28932, 3.23807, -2.39756], [-0.11138, 4.58695, -1.78198], [-1.22592, 3.23594, -4.28953], [-0.99823, 1.72548, -1.71295], [0.41513, 0.85089, -1.86996], [1.93888, 1.70810, -1.14261], [0.82519, 0.35252, -3.64833], [0.19808, -0.76365, -0.89646], [-3.26567, 4.77283, -2.34374], [-3.77458, 3.07625, -2.28678], [-3.12843, 3.85900, -0.83201], [-0.47349, 5.58046, -2.07167], [0.89029, 4.47325, -2.20219], [-0.03754, 4.56249, -0.69296], [-1.81857, 2.41196, -4.69145], [-0.20291, 3.14199, -4.66032], [-1.63182, 4.17104, -4.69310], [2.26662, 2.53843, -1.76888], [2.78396, 1.01048, -1.06199], [1.72337, 2.08971, -0.14226], [-0.05351, -0.06867, -4.14002], [1.62031, -0.40484, -3.67345], [1.17556, 1.20562, -4.23046], [-0.64545, -1.33918, -1.29108], [0.01010, -0.53282, 0.15779], [1.09998, -1.38904, -0.95865]],
  "mulliken_charge": [-0.745, -0.008, 0.419, -0.184, 0.518, -0.403, -0.692, 0.489, -0.771, -0.360, -0.644, -0.185, 0.284, 0.231, 0.329, 0.199, 0.239, 0.227, 0.402, 0.366, 0.422, 0.231, 0.279, 0.379, -1.016, 0.070, -1.039, -1.043, -0.025, 0.004, -1.078, -1.052, -0.720, 0.272, 0.251, 0.248, 0.359, 0.302, 0.251, 0.258, 0.304, 0.349, 0.303, 0.380, 0.253, 0.261, 0.350, 0.290, 0.292, -0.171, 0.321],
  "gap_ha": 0.1623,
  "total_energy_ha": -1826.232199,
  "e_lumo_ev": -1.234,
  "e_above_lowest_kcal_mol": 18.7
}

{
  "formula": "C4H7NO2",
  "method": "ωB97M-V with the def2-TZVPD basis set",
  "symbols": ["O", "C", "C", "N", "C", "C", "O", "H", "H", "H", "H", "H", "H", "H"],
  "xyz": [[2.15287, 0.05245, 0.62593], [0.77209, 0.03398, 0.78250], [-0.00519, 1.25407, 0.30900], [-1.24113, 0.76788, 0.01853], [-1.29927, -0.64106, -0.35219], [0.11016, -1.09457, 0.00353], [0.67771, -2.09860, -0.35704], [2.39207, -0.80579, 0.23946], [0.49797, -0.08343, 1.84689], [0.62619, 1.93531, -0.52549], [0.84529, 1.29055, -1.17300], [-2.00420, 1.38782, -0.20257], [-1.47328, -0.79202, -1.42646], [-2.05127, -1.20659, 0.21092]],
  "mulliken_charge": [-0.521, 0.030, -0.381, -0.135, -0.394, 0.433, -0.579, 0.348, 0.260, 0.145, 0.027, 0.214, 0.268, 0.286],
  "gap_ha": 0.3333,
  "total_energy_ha": -361.700279,
  "e_lumo_ev": 0.718,
  "e_above_lowest_kcal_mol": 113.3
}

{
  "formula": "C41H62As3BrN5O2SeY",
  "method": "ωB97M-V with the def2-TZVPD basis set",
  "symbols": ["Y", "C", "As", "C", "C", "C", "C", "C", "As", "C", "C", "C", "As", "C", "C", "H", "H", "H", "H", "H", "H", "H", "H", "H", "H", "H", "H", "H", "H", "H", "H", "H", "H", "H", "H", "H", "H", "H", "H", "H", "H", "H", "C", "C", "C", "C", "C", "C", "C", "Br", "C", "O", "C", "C", "C", "C", "C", "C", "H", "H", "H", "H", "H", "H", "H", "H", "H", "H", "H", "H", "H", "H", "H", "H", "H", "H", "H", "H", "Se", "N", "C", "C", "C", "C", "C", "N", "C", "C", "N", "C", "C", "C", "C", "C", "N", "H", "H", "H", "H", "H", "H", "C", "N", "C", "C", "C", "O", "H", "H", "H", "H", "H", "H", "H", "H", "H"],
  "xyz": [[0.97096, -0.34054, -0.39013], [4.15086, -1.01914, 2.54077], [3.48126, 0.11116, 1.05837], [5.19236, 0.07236, 0.09697], [3.84726, 1.91976, 1.81247], [2.85156, 2.58766, 2.76997], [2.50476, 1.61346, 3.88607], [1.59246, 3.03316, 2.02287], [0.25026, 1.69096, 1.41297], [-0.75854, 1.38256, 3.08867], [-0.97874, 3.04466, 0.70357], [3.56056, 3.83316, 3.33027], [2.92416, 5.06566, 4.81637], [3.29896, 3.93526, 6.39197], [0.95136, 4.90846, 4.91997], [5.05686, -0.55704, 2.94187], [4.41046, -2.00694, 2.15287], [3.43256, -1.14414, 3.34787], [5.98776, 0.44526, 0.74897], [5.15256, 0.69956, -0.79253], [5.43766, -0.94784, -0.19973], [4.00986, 2.57466, 0.94557], [4.81386, 1.82286, 2.32327], [2.03776, 0.72286, 3.44757], [1.81026, 2.06696, 4.58687], [3.40436, 1.31756, 4.42277], [1.88996, 3.57766, 1.11647], [1.05036, 3.74076, 2.65477], [-0.89154, 2.33446, 3.60987], [-0.27684, 0.66716, 3.75557], [-1.73904, 0.99056, 2.82027], [-1.20734, 3.76126, 1.49997], [-1.90784, 2.57956, 0.36767], [-0.53594, 3.58316, -0.13743], [3.75276, 4.51146, 2.49177], [4.54536, 3.53206, 3.70337], [4.33776, 3.61046, 6.39727], [2.65226, 3.06496, 6.47227], [3.14566, 4.54666, 7.28037], [0.46026, 5.40926, 4.08727], [0.67356, 5.44556, 5.82617], [0.58096, 3.88846, 5.00907], [-5.62694, 1.68416, -4.52023], [-4.75024, 2.66566, -3.72863], [-5.62564, 3.45166, -2.73933], [-4.10294, 3.64216, -4.71293], [-3.72144, 1.88556, -2.92793], [-2.35274, 2.07006, -3.03783], [-1.52474, 1.32596, -2.22283], [0.42916, 1.59866, -2.32293], [-1.93794, 0.38506, -1.27223], [-1.06024, -0.23624, -0.50693], [-3.34644, 0.18526, -1.18953], [-4.16574, 0.93546, -2.00733], [-3.92784, -0.84854, -0.22753], [-5.46004, -0.83674, -0.18543], [-3.47154, -2.24194, -0.68183], [-3.42544, -0.59274, 1.20107], [-6.35014, 2.23406, -5.11633], [-6.17674, 1.01216, -3.86643], [-5.01764, 1.08346, -5.19163], [-6.35364, 4.04886, -3.28133], [-5.01574, 4.11886, -2.13423], [-6.16714, 2.78836, -2.06903], [-4.87854, 4.17696, -5.25673], [-3.49054, 3.11056, -5.43913], [-3.49144, 4.37576, -4.19163], [-1.92044, 2.76926, -3.73173], [-5.22804, 0.78696, -1.93593], [-5.89264, -1.09624, -1.14883], [-5.84164, 0.13066, 0.13417], [-5.79304, -1.58064, 0.53487], [-3.87574, -2.48184, -1.66403], [-3.81024, -2.99294, 0.03037], [-2.38664, -2.27494, -0.73433], [-3.71644, 0.40506, 1.52957], [-2.34034, -0.68934, 1.25457], [-3.86824, -1.32154, 1.87677], [-2.89834, -7.27194, -0.78673], [-2.26154, -6.29134, 0.51497], [-1.56384, -5.28984, 0.00987], [-0.87994, -4.29524, 0.78247], [-0.88834, -4.31104, 2.18047], [-0.19754, -3.33424, 2.86317], [0.48566, -2.37434, 2.12527], [0.49786, -2.32954, 0.79837], [-0.17904, -3.27074, 0.10937], [-0.21214, -3.19064, -1.34833], [0.35126, -2.12014, -1.94303], [0.26926, -2.00754, -3.26213], [-0.36734, -2.93734, -4.08173], [-0.93814, -4.04444, -3.49573], [-0.87064, -4.18304, -2.10473], [-1.52124, -5.25984, -1.41753], [-2.17174, -6.24744, -2.00433], [-1.43614, -5.09234, 2.68307], [-0.17844, -3.30814, 3.93987], [1.05696, -1.60104, 2.63797], [0.72396, -1.12734, -3.70343], [-0.42334, -2.77114, -5.14513], [-1.45964, -4.79554, -4.06693], [3.44586, -3.54014, -0.84363], [4.18626, -2.87454, -1.90123], [5.32176, -3.57134, -2.47693], [3.81516, -1.64574, -2.26593], [4.52186, -0.94844, -3.39253], [2.88236, -1.06044, -1.66813], [3.90696, -4.49714, -0.61843], [2.41186, -3.71564, -1.14923], [3.43656, -2.92794, 0.06477], [5.47726, -4.51004, -1.95063], [6.23406, -2.97964, -2.37533], [5.15876, -3.79764, -3.53173], [5.37656, -1.48194, -3.78583], [4.84346, 0.03396, -3.05213], [3.80596, -0.78144, -4.19633]],
  "mulliken_charge": [-1.227, -1.546, 1.120, -1.375, -2.181, 3.049, -0.777, -1.263, 1.397, -1.388, -1.376, -2.231, 0.347, -1.107, -1.039, 0.451, 0.477, 0.411, 0.550, 0.281, 0.364, 0.548, 0.741, -0.780, 0.107, 0.531, 0.557, 0.067, 0.416, 0.377, 0.386, 0.567, 0.257, 0.403, 0.455, 0.592, 0.334, 0.297, 0.393, 0.313, 0.433, 0.197, -1.559, 1.697, -1.531, -2.129, -0.323, -0.163, 0.331, -0.145, 0.025, 1.881, -0.714, -0.772, 2.259, -2.402, -1.442, -1.448, 0.476, 0.314, 0.338, 0.454, 0.347, 0.332, 0.433, 0.414, 0.396, 0.642, 0.466, 0.455, 0.437, 0.464, 0.470, 0.530, -0.075, 0.440, -0.332, 0.600, 0.369, -0.911, 0.856, 0.866, -0.911, -1.180, -0.119, 0.581, 0.257, -1.102, 1.349, -0.618, -1.365, -0.837, 1.055, 0.738, -0.925, 0.603, 0.560, 0.215, 0.485, 0.550, 0.587, -0.367, 0.317, -1.037, 0.158, -1.215, -0.694, 0.514, -0.027, -0.158, 0.343, 0.364, 0.363, 0.497, 0.241, 0.303],
  "gap_ha": 0.2423,
  "total_energy_ha": -13744.571216,
  "e_lumo_ev": -5.649,
  "charge": 2,
  "e_above_lowest_kcal_mol": 28.3
}